132
Properties=species:S:1:pos:R:3:forces:R:3 method="wB97M-V/def2-TZVPD" gap_ev=7.348 homo_ev=-12.5 e_lumo_ev=-5.14 e_tot_ha=-4696.63254 total_charge=+2 relative_energy_kcal_mol=10.68
Y 0.425 0.420 0.238 0.155 0.771 0.100
C 1.113 -5.705 1.397 0.004 -0.003 0.057
C 0.835 -5.318 -0.047 -0.034 0.071 -0.015
N -0.079 -4.184 -0.164 -0.084 0.022 -0.012
C 0.283 -2.899 0.004 0.019 -0.136 0.236
S -1.044 -1.756 -0.097 0.228 0.103 0.120
N 1.561 -2.690 0.239 0.023 0.237 -0.030
N 1.953 -1.375 0.302 0.035 -0.701 -0.018
C 3.198 -1.186 0.579 0.167 0.238 -0.148
C 4.171 -2.289 0.848 0.070 -0.029 -0.179
C 3.700 0.212 0.534 -0.114 -0.234 0.007
C 5.052 0.478 0.666 0.100 0.096 0.024
C 5.510 1.778 0.499 0.078 -0.087 0.022
C 4.604 2.776 0.200 -0.064 0.051 -0.018
C 3.265 2.440 0.100 -0.018 -0.050 0.039
N 2.812 1.194 0.272 -0.227 -0.184 -0.126
H 1.783 -6.564 1.436 0.000 0.003 0.000
H 0.192 -5.974 1.916 0.003 -0.008 -0.015
H 1.585 -4.879 1.934 -0.001 0.000 -0.017
H 0.377 -6.146 -0.587 0.013 -0.016 0.006
H 1.759 -5.053 -0.558 0.005 -0.017 -0.012
H -1.069 -4.358 -0.222 0.019 -0.020 0.001
H 3.650 -3.226 1.012 -0.023 -0.002 0.021
H 4.795 -2.054 1.711 0.007 -0.016 -0.018
H 4.831 -2.416 -0.016 -0.018 0.011 0.000
H 5.745 -0.322 0.877 0.015 0.028 -0.006
H 6.566 1.998 0.588 -0.005 -0.001 0.011
H 4.913 3.799 0.042 0.005 -0.003 -0.003
H 2.536 3.198 -0.152 0.006 0.029 -0.003
O 1.027 4.169 -1.526 -0.291 -0.243 -0.228
S 0.349 2.911 -1.978 0.260 0.133 0.631
C 1.047 2.468 -3.548 0.153 0.152 -0.094
C 1.550 3.503 -4.335 0.019 -0.117 -0.005
C 2.035 3.207 -5.594 0.016 -0.045 -0.051
C 2.026 1.891 -6.052 0.008 0.067 0.012
C 1.589 0.869 -5.231 0.047 -0.007 0.029
C 1.106 1.139 -3.947 0.037 0.043 0.002
P 0.764 -0.239 -2.785 0.083 -0.091 -0.074
C 2.297 -1.200 -3.065 -0.032 -0.032 -0.070
C 2.371 -2.395 -3.772 -0.001 -0.067 0.035
C 3.597 -3.021 -3.966 -0.025 0.033 0.018
C 4.761 -2.453 -3.472 -0.013 0.021 0.013
C 4.699 -1.242 -2.790 -0.040 -0.023 -0.033
C 3.476 -0.626 -2.587 0.061 0.019 -0.026
C -0.578 -1.138 -3.625 -0.102 0.157 -0.022
C -1.397 -0.463 -4.530 -0.027 0.003 -0.074
C -2.485 -1.101 -5.113 0.026 -0.005 0.042
C -2.764 -2.421 -4.798 0.019 -0.002 0.031
C -1.961 -3.098 -3.887 0.013 0.030 -0.033
C -0.884 -2.458 -3.295 0.045 -0.039 0.031
C -1.326 3.304 -2.461 -0.122 0.104 -0.148
C -1.527 4.196 -3.514 -0.066 -0.098 0.103
C -2.813 4.525 -3.895 -0.058 -0.001 -0.028
C -3.900 3.956 -3.239 0.026 0.036 -0.020
C -3.698 3.088 -2.184 -0.009 -0.042 -0.020
C -2.406 2.761 -1.762 0.126 0.036 -0.058
P -2.211 1.749 -0.255 -0.297 -0.207 0.055
C -2.705 2.887 1.080 -0.055 0.050 -0.019
C -2.735 2.367 2.375 0.043 -0.068 0.020
C -3.131 3.152 3.443 -0.006 0.052 -0.036
C -3.485 4.480 3.232 0.010 -0.011 -0.008
C -3.438 5.011 1.952 0.022 -0.044 0.007
C -3.053 4.218 0.877 0.070 0.053 -0.042
C -3.605 0.578 -0.401 0.007 0.031 -0.068
C -3.591 -0.294 -1.491 0.031 -0.012 -0.016
C -4.611 -1.212 -1.670 -0.039 0.028 0.071
C -5.654 -1.275 -0.753 0.020 -0.017 -0.020
C -5.674 -0.412 0.331 0.027 0.036 -0.005
C -4.655 0.517 0.509 -0.043 -0.045 0.030
H 1.582 4.511 -3.943 -0.039 0.006 0.017
H 2.427 3.998 -6.219 0.002 -0.010 -0.003
H 2.397 1.662 -7.042 -0.001 -0.002 0.001
H 1.649 -0.158 -5.572 -0.003 0.004 0.010
H 1.482 -2.843 -4.193 -0.050 -0.010 0.019
H 3.640 -3.951 -4.518 -0.003 0.001 -0.001
H 5.714 -2.938 -3.635 -0.002 0.000 0.003
H 5.606 -0.773 -2.429 0.003 0.004 -0.006
H 3.443 0.334 -2.085 -0.010 0.018 0.019
H -1.191 0.568 -4.794 -0.006 -0.019 0.000
H -3.107 -0.565 -5.818 0.002 0.005 0.001
H -3.605 -2.923 -5.258 0.007 -0.006 -0.008
H -2.175 -4.129 -3.638 -0.001 -0.002 0.009
H -0.287 -2.996 -2.569 0.027 0.007 -0.078
H -0.689 4.632 -4.036 0.054 -0.003 -0.004
H -2.969 5.216 -4.713 -0.008 0.001 0.009
H -4.908 4.203 -3.547 0.000 -0.008 -0.003
H -4.548 2.657 -1.669 0.003 0.008 0.008
H -2.462 1.331 2.545 0.006 0.047 -0.059
H -3.166 2.733 4.442 -0.004 -0.009 0.001
H -3.799 5.098 4.063 0.011 -0.001 0.005
H -3.703 6.047 1.785 -0.010 -0.005 -0.007
H -3.020 4.655 -0.112 -0.017 -0.019 -0.013
H -2.782 -0.261 -2.214 0.016 0.012 -0.001
H -4.586 -1.880 -2.521 -0.003 0.015 0.005
H -6.451 -1.994 -0.888 -0.001 0.004 -0.003
H -6.491 -0.450 1.039 0.003 -0.003 0.005
H -4.698 1.192 1.353 -0.006 -0.002 -0.023
N 0.061 0.802 3.942 0.237 0.018 0.027
P 0.318 -0.699 3.150 -0.368 0.221 -0.095
C 1.394 -1.571 4.318 0.070 -0.041 -0.128
C 1.003 -1.781 5.641 -0.011 -0.057 0.063
C 1.841 -2.461 6.509 0.015 0.005 -0.022
C 3.062 -2.956 6.059 -0.035 0.008 -0.004
C 3.447 -2.765 4.741 -0.052 0.050 -0.002
C 2.612 -2.067 3.876 0.096 -0.019 0.091
C -1.259 -1.559 3.435 0.090 -0.093 0.142
C -2.396 -0.926 3.914 -0.142 -0.006 0.011
C -3.579 -1.641 4.084 0.083 0.041 -0.023
C -3.620 -2.992 3.786 0.063 -0.041 -0.033
C -2.472 -3.639 3.335 -0.069 0.057 0.009
C -1.300 -2.928 3.157 -0.012 0.005 0.005
C 0.330 2.038 3.388 -0.040 -0.003 0.079
C 0.491 3.131 4.254 -0.017 -0.058 0.038
C 0.679 4.382 3.734 0.007 0.106 -0.017
C 0.700 4.547 2.347 0.011 0.018 0.057
C 0.548 3.431 1.575 -0.142 -0.075 -0.061
N 0.380 2.176 2.056 0.004 -0.130 0.084
H 0.109 0.800 4.953 -0.082 -0.001 -0.052
H 0.032 -1.446 5.992 0.010 0.002 -0.025
H 1.537 -2.621 7.535 0.001 -0.006 0.001
H 3.705 -3.501 6.737 -0.002 0.010 0.008
H 4.392 -3.157 4.388 -0.004 -0.008 0.001
H 2.906 -1.918 2.850 -0.043 0.002 0.008
H -2.365 0.125 4.177 0.010 -0.048 0.017
H -4.461 -1.140 4.461 -0.003 0.004 -0.002
H -4.539 -3.547 3.918 0.009 -0.014 0.012
H -2.496 -4.701 3.128 0.000 0.001 -0.005
H -0.407 -3.444 2.817 0.002 0.025 -0.024
H 0.450 2.970 5.323 0.019 -0.006 -0.007
H 0.804 5.231 4.395 -0.010 -0.003 -0.008
H 0.825 5.514 1.883 -0.008 0.001 0.002
H 0.538 3.549 0.499 0.037 -0.014 -0.012